Below is a molecular structure, C20H16N9OPdS3, with properties calculated with ωB97M-V/def2-TZVPD.

```
50
C20H16N9OPdS3 ωB97M-V/def2-TZVPD
Pd 0.175 -0.477 -0.745
S 6.386 -3.032 -4.655
N 4.868 -2.790 -5.128
C 4.185 -2.242 -4.132
C 2.804 -1.864 -4.154
C 1.972 -2.033 -5.265
C 0.658 -1.627 -5.177
C 0.198 -1.070 -3.984
N 0.968 -0.914 -2.918
C 2.261 -1.292 -2.982
C 3.084 -1.091 -1.802
N 2.502 -0.538 -0.720
C 3.225 -0.327 0.362
C 4.572 -0.672 0.465
C 5.192 -1.251 -0.618
C 4.447 -1.460 -1.785
C 4.992 -2.047 -2.972
N 6.240 -2.455 -3.160
H 2.370 -2.470 -6.166
H -0.012 -1.741 -6.013
H -0.829 -0.738 -3.894
H 2.720 0.131 1.199
H 5.090 -0.489 1.390
H 6.230 -1.546 -0.585
N -1.225 -0.010 2.803
C 0.091 0.145 2.590
O 0.581 0.110 1.448
C 0.937 0.353 3.752
C 2.300 0.595 3.615
N 3.429 0.782 3.484
C 0.410 0.243 5.034
N -0.084 0.129 6.068
H -1.606 -0.020 3.733
H -1.817 -0.209 2.005
S -2.375 1.782 0.159
C -3.723 1.961 1.180
N -4.090 3.191 1.529
C -5.264 3.492 2.327
C -6.273 2.359 2.191
C -5.562 1.048 2.507
N -4.397 0.911 1.648
H -3.531 3.958 1.189
H -5.688 4.436 1.980
H -4.972 3.607 3.377
H -6.663 2.327 1.173
H -7.102 2.521 2.878
H -6.220 0.193 2.346
H -5.244 1.050 3.556
H -4.176 0.002 1.270
S -2.034 -0.922 -0.400
```

## Properties
- Total charge: +1
- Total energy: -72436.956 eV
- Orbital gap: 3.766 eV
- HOMO energy: -9.69 eV